(1)
# C16H31F3P2Pd

A structure of composition C16H31F3P2Pd (ωB97M-V with the def2-TZVPD basis set, OMol25).

Its electronic energy is -1737.9942 Eh. The calculation puts the energy relative to the best compared isomer or geometry (same formula, charge and spin) at 743.7 kJ/mol. As for the gap between HOMO and LUMO (spin up / spin down): 5.0 / 6.5 eV. As for the highest occupied orbital energy (spin up / spin down): -5.961 / -7.475 eV. Its multiplicity is 3.

Last column: natural (NBO) charge in e.
Cartesian coordinates (Å):
P (2.67338, 4.51228, -1.96307)  1.612
P (-0.24745, 2.76461, -3.76918)  1.313
C (1.68111, 4.92119, -3.49957)  -0.760
C (0.19077, 4.56154, -3.60701)  -0.737
H (2.22409, 4.47300, -4.34776)  0.226
H (1.73697, 6.00313, -3.69684)  0.249
H (-0.40755, 4.98069, -2.79233)  0.229
H (-0.23511, 4.98994, -4.52976)  0.221
C (0.18516, 2.51186, -5.51513)  -0.982
H (-0.08963, 1.49816, -5.82251)  0.263
H (1.24333, 2.69325, -5.74367)  0.252
H (-0.42671, 3.23838, -6.06316)  0.223
C (-2.06911, 2.79303, -3.77622)  -1.076
H (-2.16412, 3.21084, -4.78167)  0.270
H (-2.42753, 3.48694, -3.02771)  0.272
H (-2.75094, 1.81135, -4.06472)  0.276
C (4.57987, 4.72123, -2.20844)  -0.959
H (4.97140, 5.15294, -1.28372)  0.217
H (4.80237, 5.39771, -3.03700)  0.226
H (5.19362, 3.82865, -2.36749)  0.204
C (2.85200, 6.36171, -1.56798)  -0.993
H (1.88757, 6.82354, -1.32996)  0.199
H (3.27309, 6.92570, -2.41130)  0.214
H (3.51657, 6.49455, -0.70775)  0.212
Pd (-1.90103, 1.22003, -2.57302)  0.280
C (1.74690, 2.18154, -2.67771)  -0.155
C (3.08952, 2.74528, -2.50603)  -0.622
C (3.77184, 1.84940, -1.45413)  -0.399
C (3.35170, 2.35883, -0.03294)  -0.435
C (2.83556, 3.78817, -0.03308)  -0.285
C (1.57646, 4.33560, -0.47128)  -0.497
C (0.37892, 3.37947, -0.73270)  -0.411
C (0.86066, 2.11512, -1.42382)  -0.545
C (-2.28320, 1.18395, -0.56771)  -0.988
H (1.78369, 1.21141, -3.21860)  0.204
H (3.62001, 2.81315, -3.45318)  0.234
H (4.86327, 1.77955, -1.57889)  0.229
H (3.39926, 0.81055, -1.56955)  0.219
H (2.61919, 1.63610, 0.35517)  0.222
H (4.22813, 2.31431, 0.63865)  0.228
H (3.43680, 4.50802, 0.54306)  0.229
H (1.25734, 5.28850, -0.01574)  0.256
H (-0.37253, 3.90204, -1.34624)  0.194
H (-0.16440, 3.07647, 0.19503)  0.244
H (1.26857, 1.41508, -0.69261)  0.218
H (-0.02399, 1.44770, -1.70824)  0.258
H (-3.08776, 0.42879, -0.44538)  0.211
H (-2.70208, 2.15447, -0.28070)  0.177
H (-1.36634, 0.98036, -0.01314)  0.188
F (-0.84183, -1.39067, -1.80388)  -0.378
C (-1.75985, -0.92324, -2.69869)  0.706
F (-1.29417, -1.25552, -3.94896)  -0.384
F (-2.95181, -1.54773, -2.44495)  -0.369

***

(2)
# C16H31MnNP2S

A structure of composition C16H31MnNP2S (ωB97M-V with the def2-TZVPD basis set, OMol25).

Its electronic energy is -2914.7152 Eh. The calculation puts the energy relative to the best compared isomer or geometry (same formula, charge and spin) at 74.9 kJ/mol. As for the gap between HOMO and LUMO (spin up / spin down): 5.9 / 6.9 eV. As for the highest occupied orbital energy (spin up / spin down): -5.836 / -7.853 eV. Its multiplicity is 6.

Last column: natural (NBO) charge in e.
Cartesian coordinates (Å):
P (0.61281, 0.97894, -2.19744)  0.824
P (-2.27313, 0.34030, -1.04789)  0.794
C (-0.83292, 0.96410, -3.40770)  -0.697
C (-2.14004, 1.28432, -2.69845)  -0.685
H (-0.82346, -0.02556, -3.91190)  0.221
H (-0.60483, 1.74653, -4.15138)  0.212
H (-2.27065, 2.36544, -2.47917)  0.219
H (-2.98517, 0.95794, -3.32929)  0.215
C (-2.98205, -1.16359, -1.86010)  -0.934
H (-3.40778, -1.82122, -1.09034)  0.232
H (-2.20918, -1.69529, -2.43423)  0.233
H (-3.78215, -0.84366, -2.54087)  0.218
C (-3.83991, 1.22284, -0.69128)  -0.937
H (-4.52414, 1.06783, -1.53148)  0.217
H (-3.64458, 2.29659, -0.58601)  0.232
H (-4.29140, 0.82766, 0.22438)  0.230
C (1.77038, 0.42680, -3.48103)  -0.944
H (2.79098, 0.43564, -3.08788)  0.232
H (1.67601, 1.13109, -4.31323)  0.214
H (1.48625, -0.57845, -3.81408)  0.234
C (0.83577, 2.80132, -2.27692)  -0.943
H (0.00256, 3.32606, -1.78640)  0.235
H (0.85573, 3.07053, -3.34074)  0.218
H (1.79244, 3.07718, -1.81361)  0.234
Mn (1.58264, -0.97220, 2.86574)  1.407
C (-0.49739, -0.34263, 2.69907)  -0.333
C (-0.38122, -1.63219, 2.14080)  -0.295
C (-0.26138, -1.97766, 0.68608)  -0.458
C (1.19914, -2.00218, 0.12275)  -0.439
C (2.14392, -1.03772, 0.78213)  -0.368
C (1.88675, 0.31088, 1.15014)  -0.275
C (0.62498, 1.05903, 0.86104)  -0.529
C (-0.45078, 0.98472, 1.99122)  -0.431
C (3.49837, -0.72468, 3.35464)  -1.048
H (-0.97762, -0.31646, 3.68185)  0.247
H (-0.73596, -2.44704, 2.78460)  0.248
H (-0.88210, -1.30089, 0.06608)  0.234
H (-0.73722, -2.97040, 0.53686)  0.228
H (1.57873, -3.03013, 0.24208)  0.221
H (1.20754, -1.84530, -0.97123)  0.223
H (3.21735, -1.25871, 0.69041)  0.242
H (2.78382, 0.92197, 1.33367)  0.241
H (0.15628, 0.62903, -0.05216)  0.279
H (0.84658, 2.11667, 0.61809)  0.225
H (-0.22243, 1.78042, 2.71891)  0.218
H (-1.45943, 1.25555, 1.61982)  0.227
H (3.52002, -0.16661, 4.29455)  0.218
H (4.12950, -0.25817, 2.59225)  0.185
H (3.82906, -1.74658, 3.56284)  0.210
S (0.84172, -3.02108, 7.06220)  -0.149
C (1.07625, -2.35610, 5.64207)  0.211
N (1.27134, -1.84485, 4.57052)  -0.813

***

(3)
# C16H31N2O2PSiTc

A structure of composition C16H31N2O2PSiTc (ωB97M-V with the def2-TZVPD basis set, OMol25).

Its electronic energy is -1598.7866 Eh. The calculation puts the energy relative to the best compared isomer or geometry (same formula, charge and spin) at 0.0 kJ/mol. As for the gap between HOMO and LUMO (spin up / spin down): 8.0 / 4.1 eV. As for the charge: +3. As for the highest occupied orbital energy (spin up / spin down): -17.654 / -18.956 eV. Its multiplicity is 5.

Last column: Mulliken charge in e.
Cartesian coordinates (Å):
C (-1.76982, 2.12735, -1.59975)  -1.367
C (-1.23817, 1.05774, -2.50818)  0.801
N (-0.78719, -0.04250, -1.88915)  0.788
C (-0.62237, -1.21248, -2.60018)  0.740
C (-0.48292, -1.11869, -4.00658)  -1.029
C (-0.74021, 0.08042, -4.64438)  -0.553
C (-1.16923, 1.17671, -3.89221)  -0.913
C (-0.72191, -2.40802, -1.86235)  -1.140
P (-0.65983, -2.42549, -0.07210)  1.161
H (-1.45414, 2.13386, -4.32812)  0.539
H (-0.25538, -2.03440, -4.54694)  0.516
H (-0.65522, 0.16045, -5.72582)  0.484
C (0.19028, 2.75276, -0.38277)  -1.154
C (-1.90779, 2.68014, 0.77667)  -0.970
H (-0.61827, -3.34064, -2.42866)  0.498
H (-2.86246, 2.04046, -1.45308)  0.427
H (-1.57399, 3.11932, -2.03020)  0.502
C (0.70165, -3.52171, 0.47004)  -1.452
C (-2.07489, -3.53435, 0.34448)  -1.451
H (0.81485, -3.45869, 1.56023)  0.432
H (0.45664, -4.55490, 0.19463)  0.545
H (1.64146, -3.23367, -0.00859)  0.441
H (-2.38559, -3.29090, 1.36838)  0.453
H (-2.92715, -3.42229, -0.34072)  0.519
H (-1.74402, -4.58120, 0.30788)  0.455
H (-1.96234, 3.76259, 0.58572)  0.359
H (-2.92239, 2.26477, 0.75469)  0.423
H (-1.46140, 2.50041, 1.76399)  0.208
H (-0.02103, 3.78552, -0.69410)  0.420
H (0.68260, 2.78037, 0.58868)  0.059
H (0.84623, 2.26703, -1.10884)  0.396
C (-1.10633, -0.59798, 2.10072)  -0.005
O (-1.40270, -0.88821, 3.20335)  -0.248
Tc (-0.69606, -0.17522, 0.29473)  0.661
O (-3.02912, -0.47613, -0.20999)  -0.480
H (-3.07010, -1.41212, -0.56979)  0.209
H (-3.39683, 0.07949, -0.92726)  0.350
N (-1.08738, 2.02338, -0.26793)  0.532
C (3.95463, -0.46721, 2.09616)  -0.733
Si (2.36302, 0.54285, 1.99461)  0.085
C (1.52639, 0.42638, 3.66399)  -0.993
C (2.85059, 2.34134, 1.73453)  -1.104
C (1.33995, -0.20286, 0.54626)  -0.313
H (4.59122, -0.07251, 2.89903)  0.386
H (4.52774, -0.41426, 1.16130)  0.379
H (3.75363, -1.52331, 2.31872)  0.366
H (2.24534, 0.74631, 4.43219)  0.405
H (0.64659, 1.07743, 3.73380)  0.397
H (1.21685, -0.59881, 3.90020)  0.379
H (3.04079, 2.56268, 0.67700)  0.411
H (2.08801, 3.03356, 2.11479)  0.411
H (3.78328, 2.53018, 2.28567)  0.445
H (1.71550, -1.25095, 0.59325)  -0.076
H (1.82903, 0.20596, -0.36798)  0.401

***

(4)
# C16H31O4PSn

A structure of composition C16H31O4PSn (ωB97M-V with the def2-TZVPD basis set, OMol25).

Its electronic energy is -1482.9183 Eh. The calculation puts the energy relative to the best compared isomer or geometry (same formula, charge and spin) at 83.4 kJ/mol. As for the gap between HOMO and LUMO: 4.2 eV. As for the charge: +4. As for the highest occupied orbital energy: -22.847 eV.

Last column: natural (NBO) charge in e.
Cartesian coordinates (Å):
Sn (-1.00243, 0.29718, 0.47432)  1.442
C (0.29106, 2.26427, -0.05145)  0.458
O (0.53940, 3.36709, -0.25850)  -0.204
C (-1.96609, 0.61218, 2.70517)  0.528
O (-2.70751, 0.77840, 3.56819)  -0.187
C (-1.91984, -1.71332, -0.56023)  0.466
O (-2.54679, -2.31519, -1.31391)  -0.212
C (2.69841, 0.05640, 1.35108)  -0.554
P (1.46915, -0.88844, 0.32705)  1.323
H (3.09116, -1.94695, -1.07401)  0.339
H (2.86942, 0.93855, 0.70969)  0.257
C (1.36176, -2.57975, 1.10839)  -0.549
H (2.37659, -2.79072, 1.49312)  0.328
C (4.06113, -0.60791, 1.58405)  -0.608
H (4.51777, -1.02300, 0.67989)  0.247
H (4.02019, -1.38808, 2.35314)  0.253
H (4.74752, 0.16423, 1.95850)  0.307
C (2.10982, 0.55339, 2.68256)  -0.613
H (2.13437, -0.23426, 3.45331)  0.259
C (1.40746, -1.61050, -2.40359)  -0.632
H (1.08248, 0.94258, 2.60164)  0.156
H (2.74525, 1.38281, 3.03515)  0.296
C (3.12459, 0.10463, -1.75935)  -0.629
H (1.28096, -0.80156, -3.14075)  0.260
H (1.85126, -2.46971, -2.92941)  0.297
H (0.41020, -1.91449, -2.05497)  0.180
C (2.36146, -1.14212, -1.28000)  -0.543
H (3.48940, -0.08881, -2.77915)  0.302
H (4.00251, 0.34270, -1.14676)  0.250
H (2.45546, 0.97758, -1.80126)  0.203
C (1.02176, -3.66898, 0.07714)  -0.623
H (0.08291, -3.46958, -0.45530)  0.195
H (0.90622, -4.63057, 0.59389)  0.297
H (1.81481, -3.80361, -0.66676)  0.249
C (0.37284, -2.63199, 2.28615)  -0.633
H (0.55374, -1.85204, 3.03581)  0.228
H (0.49508, -3.60272, 2.79113)  0.312
H (-0.67195, -2.56466, 1.94868)  0.191
H (-0.49007, 1.14931, -4.30152)  0.104
H (-0.67407, 1.34267, -3.60198)  -0.100
C (-4.54494, 3.55681, -0.29573)  -0.437
C (-4.56520, 2.91959, -1.69175)  -0.420
C (-3.91048, 1.56137, -1.48087)  -0.081
O (-3.03626, 1.67684, -0.31116)  -0.566
C (-3.57870, 2.73177, 0.53624)  -0.084
H (-4.28252, 4.61236, -0.34602)  0.281
H (-5.53099, 3.49050, 0.15368)  0.271
H (-3.95627, 3.50148, -2.39584)  0.250
H (-5.57526, 2.81537, -2.09872)  0.298
H (-4.68224, 0.80662, -1.26492)  0.220
H (-3.30072, 1.19172, -2.32014)  0.218
H (-2.73190, 3.33080, 0.87394)  0.200
H (-4.07193, 2.26975, 1.40212)  0.211